# 1
Entry from the Open Molecules 2025 dataset: one molecule with the formula C3H6FOP at a distorted geometry (ωB97M-V/def2-TZVPD).

The net charge is 0. Its spin multiplicity is 1. The SMILES is C=CC=[P@@H](O)F. The LUMO energy is 0.79 eV. The value obtained for the electronic energy is -17260.3243 eV. The value obtained for the HOMO energy is -7.53 eV.

Each line ends with the Löwdin charge.
CARTESIAN COORDINATES (ANGSTROEM)
C 0.93570 -1.27507 -0.90362  -0.02
C 0.38443 -0.32120 -0.10291  -0.36
C -0.78284 0.33336 -0.41366  -0.30
P -1.39759 1.48168 0.74598  0.79
O -0.10968 2.02044 1.43852  -0.20
F -2.28236 2.82771 0.38270  -0.23
H 1.81861 -1.83652 -0.81050  0.02
H 0.31211 -1.48363 -1.83287  0.07
H 1.00628 0.14232 0.62197  0.07
H -1.40656 -0.29673 -0.94595  0.04
H -2.19600 1.42273 1.84620  0.04
H 0.68512 1.80823 0.87160  0.10

Atoms 1-3, force components in eV/Å:
-2.98 0.87 -1.17
3.91 -1.39 -1.05
-3.42 3.11 1.74

# 2
Entry from the Open Molecules 2025 dataset: a 12-piece molecular cluster, C44H108N20O12 overall at a distorted geometry (ωB97M-V/def2-TZVPD).

The net charge is 0. Its spin multiplicity is 1. The SMILES is CC1(C)CCCC(C)(C)N1O.CC1(C)CCCC(C)(C)N1O.CC1(C)CCCC(C)(C)N1O.CC1(C)CCCC(C)(C)N1O.NC(N)=O.NC(N)=O.NC(N)=O.NC(N)=O.NC(N)=O.NC(N)=O.NC(N)=O.NC(N)=O. The LUMO energy is 0.06 eV. The value obtained for the electronic energy is -101752.6579 eV. The value obtained for the HOMO energy is -7.45 eV.

Each line ends with the Löwdin charge.
CARTESIAN COORDINATES (ANGSTROEM)
C -6.98410 -3.36587 1.56816  -0.03
C -6.73572 -3.20533 0.07020  -0.49
C -5.42403 -3.98236 -0.26236  -0.03
C -7.89249 -3.85134 -0.71278  -0.13
C -8.60143 -3.08093 -1.81330  -0.19
C -7.63422 -2.14863 -2.52565  -0.15
C -6.76951 -1.21085 -1.66307  -0.50
C -5.46952 -0.93789 -2.41081  -0.04
C -7.65291 0.01715 -1.41616  -0.03
N -6.53435 -1.80657 -0.32896  -0.12
O -5.54283 -1.18917 0.45705  -0.01
H -6.29454 -2.80093 2.19290  0.07
H -7.95191 -2.90042 1.78135  0.09
H -6.98425 -4.42874 1.80042  0.09
H -4.72086 -3.84356 0.56473  0.06
H -5.62793 -5.05467 -0.25262  0.08
H -4.94554 -3.65984 -1.18811  0.07
H -7.49441 -4.68560 -1.30362  0.11
H -8.59747 -4.33200 -0.03161  0.11
H -9.18269 -3.74952 -2.44674  0.11
H -9.38150 -2.43524 -1.38054  0.10
H -8.26920 -1.54476 -3.17861  0.12
H -7.00931 -2.77055 -3.17801  0.12
H -4.72076 -1.73350 -2.42682  0.07
H -4.99991 -0.08633 -1.90098  0.08
H -5.58156 -0.64535 -3.45712  0.09
H -7.40059 0.79034 -2.15470  0.08
H -7.25668 0.51593 -0.52538  0.08
H -8.71663 -0.16930 -1.33591  0.08
H -4.73688 -1.61543 0.12352  0.05
C 1.19816 -0.04144 -0.07152  -0.02
C -0.25256 0.27209 0.31506  -0.49
C -0.31955 1.70799 0.83727  -0.02
C -1.14660 0.17535 -0.95249  -0.12
C -1.40065 -1.21749 -1.51328  -0.18
C -1.95330 -2.09270 -0.42206  -0.13
C -1.19783 -2.05624 0.92046  -0.48
C -2.22618 -2.54853 1.92410  -0.03
C 0.03585 -2.95641 0.78024  -0.04
N -0.74073 -0.73064 1.27041  -0.10
O -0.12810 -0.68750 2.55405  -0.01
H 1.52634 0.64762 -0.85326  0.07
H 1.97568 -0.30036 0.64609  0.08
H 1.18396 -0.97878 -0.64620  0.05
H -1.33889 1.91825 1.17180  0.09
H 0.27924 1.77001 1.74455  0.06
H 0.01613 2.32932 0.01087  0.07
H -2.05272 0.60198 -0.50028  0.12
H -0.79749 0.92257 -1.67022  0.11
H -2.10304 -1.13118 -2.34473  0.08
H -0.50230 -1.64458 -1.97607  0.11
H -1.96314 -3.12548 -0.76575  0.10
H -2.97203 -1.74880 -0.24254  0.09
H -2.62741 -3.55583 1.79240  0.07
H -3.04360 -1.87335 2.18076  0.09
H -1.74648 -2.67405 2.90560  0.08
H 0.83535 -2.86423 1.52930  0.08
H 0.66488 -2.90495 -0.11206  0.07
H -0.15743 -4.02815 0.91962  0.07
H -0.54112 0.11807 2.90445  0.07
C 3.90925 -0.10352 3.39616  -0.02
C 3.92425 1.23939 4.17571  -0.50
C 2.83180 2.15881 3.59306  -0.03
C 3.48763 0.95032 5.62294  -0.14
C 4.61696 0.40752 6.46384  -0.18
C 5.83718 1.31582 6.37992  -0.15
C 6.33603 1.59805 4.96093  -0.50
C 7.18167 2.92012 4.96130  -0.02
C 7.22543 0.47999 4.43669  -0.04
N 5.21446 1.93216 4.04991  -0.12
O 5.61033 2.04586 2.70485  -0.01
H 4.72169 -0.78264 3.64381  0.07
H 3.04533 -0.65687 3.78241  0.08
H 3.69713 0.04819 2.34043  0.07
H 3.16302 2.57131 2.62995  0.07
H 1.97108 1.54785 3.32665  0.07
H 2.78542 3.08981 4.15788  0.09
H 3.11907 1.87049 6.08393  0.12
H 2.68709 0.21860 5.52661  0.11
H 4.42153 0.18729 7.51487  0.11
H 4.99536 -0.54953 6.07873  0.11
H 6.65722 0.88216 6.96066  0.12
H 5.67985 2.26256 6.91105  0.12
H 7.52339 2.96835 5.99810  0.07
H 6.62398 3.81695 4.70752  0.08
H 8.02340 2.85192 4.27319  0.07
H 7.57633 0.71582 3.43018  0.08
H 6.73118 -0.48786 4.34514  0.07
H 8.12311 0.38638 5.05144  0.09
H 5.40246 2.96320 2.49951  0.10
C 2.24315 6.02232 -3.50807  -0.02
C 0.89144 6.75417 -3.30814  -0.51
C 0.33154 7.19469 -4.66619  -0.03
C -0.06421 5.68580 -2.77726  -0.14
C -0.02496 5.46657 -1.27142  -0.19
C -0.14772 6.74264 -0.44669  -0.13
C 0.86731 7.82890 -0.96690  -0.47
C 0.32409 9.19570 -0.50528  -0.03
C 2.19440 7.47007 -0.26650  -0.03
N 0.91993 7.89115 -2.41992  -0.12
O 1.67333 8.98087 -2.87742  -0.01
H 3.05658 6.74883 -3.57226  0.08
H 2.51946 5.47592 -2.60172  0.04
H 2.17538 5.30247 -4.31911  0.09
H 0.75335 8.10048 -5.08682  0.08
H 0.17510 6.42275 -5.42871  0.09
H -0.75104 7.26215 -4.48285  0.08
H -1.10869 5.89164 -3.02793  0.12
H 0.16198 4.70433 -3.20082  0.12
H -0.92232 4.87021 -1.07834  0.11
H 0.85191 4.92108 -0.91387  0.08
H -0.06942 6.51682 0.61698  0.12
H -1.14093 7.19565 -0.52880  0.11
H 1.04855 9.75896 0.09906  0.08
H -0.53099 9.13737 0.17045  0.08
H 0.10107 9.97001 -1.23873  0.07
H 2.36683 6.40179 -0.12423  0.06
H 2.21534 7.84965 0.75852  0.08
H 3.00211 7.97538 -0.80187  0.08
H 1.00883 9.64636 -3.09026  0.10
N 3.04056 -4.79888 1.29606  0.15
C 3.57097 -6.06603 1.32178  -0.69
N 4.92327 -6.09782 1.09708  0.16
O 2.88561 -7.02243 1.65580  0.02
H 2.04038 -4.76233 1.39079  0.08
H 3.49456 -4.11191 0.70545  0.07
H 5.34909 -6.96823 1.35248  0.10
H 5.35126 -5.24493 0.79552  0.09
N -1.72308 -3.23711 -4.60746  0.15
C -2.66833 -4.18193 -4.27311  -0.66
N -2.63066 -4.58834 -2.96560  0.17
O -3.48819 -4.62885 -5.06454  0.02
H -1.97593 -2.84981 -5.49963  0.07
H -1.01676 -2.78521 -4.06162  0.07
H -1.87644 -4.24994 -2.39077  0.04
H -3.10490 -5.41164 -2.63951  0.08
N -3.10702 -7.59420 -1.40572  0.14
C -3.25630 -7.22212 -0.07241  -0.66
N -2.35225 -6.25735 0.27803  0.17
O -4.23642 -7.47559 0.61122  0.02
H -2.30629 -7.55428 -2.00198  0.06
H -3.68612 -8.42506 -1.48419  0.10
H -2.48463 -5.81556 1.17087  0.09
H -1.66458 -5.82683 -0.33563  0.04
N 5.48721 3.40378 -1.54162  0.17
C 4.39387 2.56845 -1.46555  -0.59
N 3.18045 3.21398 -1.31259  0.17
O 4.43507 1.35366 -1.66365  0.00
H 5.34587 4.37187 -1.33950  0.09
H 6.35303 2.89366 -1.48294  0.11
H 2.43604 2.73763 -1.81273  0.11
H 3.31556 4.20444 -1.26043  0.05
N 0.06923 -0.73708 -6.18204  0.15
C -0.17093 -0.13680 -4.96165  -0.65
N -1.51237 -0.17336 -4.62665  0.15
O 0.69490 0.32947 -4.22895  0.01
H -0.63161 -1.28093 -6.64210  0.08
H 1.02394 -0.89097 -6.45895  0.10
H -2.22841 -0.39953 -5.28685  0.10
H -1.73621 0.33481 -3.78647  0.09
N 3.25702 -1.58249 -2.87506  0.17
C 3.90891 -2.10512 -1.77996  -0.64
N 4.72755 -1.22636 -1.12478  0.16
O 3.78607 -3.30388 -1.45820  -0.05
H 3.30942 -0.57678 -2.94097  0.08
H 2.70430 -2.24259 -3.38432  0.10
H 4.65483 -0.21495 -1.31919  0.03
H 5.19550 -1.57362 -0.30997  0.10
N -0.69663 1.78133 6.18247  0.15
C -1.28877 2.49586 5.14693  -0.63
N -1.98616 3.59871 5.57822  0.15
O -1.14317 2.17494 3.96706  0.02
H -0.91419 2.12335 7.09617  0.08
H -0.09787 1.01118 5.96390  0.10
H -2.26816 3.67140 6.53475  0.09
H -2.44550 4.10055 4.83935  0.10
N 0.62017 -7.11389 -2.47869  0.17
C 0.72726 -5.92612 -1.79879  -0.57
N 2.05832 -5.59469 -1.56775  0.17
O -0.22664 -5.30040 -1.31935  -0.03
H 1.39920 -7.69621 -2.70646  0.10
H -0.29402 -7.39888 -2.77487  0.08
H 2.58120 -6.45278 -1.55132  0.10
H 2.26316 -4.88984 -0.88277  0.04

Atoms 1-3, force components in eV/Å:
-0.69 1.06 -0.21
1.47 -0.20 -1.20
-0.14 -0.25 0.96

# 3
Entry from the Open Molecules 2025 dataset: a 2-piece molecular cluster, C3H4ClN overall (ωB97M-V/def2-TZVPD).

The net charge is 0. Its spin multiplicity is 1. The LUMO energy (alpha / beta) is -0.74 / -0.63 eV. The value obtained for the electronic energy is -17182.6438 eV. The value obtained for the HOMO energy (alpha / beta) is -8.34 / -9.62 eV.

Each line ends with the Löwdin charge.
CARTESIAN COORDINATES (ANGSTROEM)
C -1.08444 1.74258 -0.55083  0.14
C -0.21984 0.90041 -0.65804  -0.24
C 0.74954 -0.06010 -0.75942  -0.04
N 0.22078 -1.72405 0.99444  -0.46
Cl 0.58176 -0.95646 2.43911  0.48
H -1.81447 2.49205 -0.52406  0.02
H 1.71234 0.08878 -0.30565  0.06
H 0.64002 -0.85398 -1.47230  0.06
H -0.78568 -1.62922 0.83675  -0.02

Atoms 1-3, force components in eV/Å:
0.45 -0.44 -0.10
-0.43 0.44 0.11
0.10 -0.77 0.44

# 4
Entry from the Open Molecules 2025 dataset: a 2-piece molecular cluster, H2N2O2S overall at a distorted geometry (ωB97M-V/def2-TZVPD).

The net charge is 0. Its spin multiplicity is 1. The LUMO energy (alpha / beta) is -2.39 / -2.39 eV. The value obtained for the electronic energy is -17936.0760 eV. The value obtained for the HOMO energy (alpha / beta) is -10.27 / -10.27 eV.

Each line ends with the Löwdin charge.
CARTESIAN COORDINATES (ANGSTROEM)
N 0.06198 -0.94603 -0.05448  0.04
N 1.01189 0.10290 0.02997  -0.52
O 2.16613 -0.18227 0.12997  0.09
O 0.50836 1.22513 -0.00889  -0.07
S -2.01042 0.23035 0.05305  0.63
H -0.08446 -1.77631 0.44192  0.04
H -1.65347 1.34622 -0.59154  -0.21

Atoms 1-3, force components in eV/Å:
-3.34 4.69 -2.74
-2.44 0.01 1.47
0.65 -0.40 -0.15